1.
A cluster of 6 separate species, C36H42F40N2O10 in total. Source: the Open Molecules 2025 dataset; level of theory: ωB97M-V with the def2-TZVPD basis set.

```
130
Properties=species:S:1:pos:R:3:mulliken_charge:R:1
F -5.004 -0.174 -2.425 -0.29
F 0.326 -5.536 2.353 -0.27
F -0.929 1.323 -3.989 -0.16
F 5.496 6.104 0.189 -0.27
F -0.030 5.160 -3.966 -0.21
F -3.469 0.587 6.433 -0.21
F -4.324 -1.074 4.278 -0.25
F -1.704 -0.721 4.835 -0.25
F -7.035 0.036 -0.370 -0.19
F -3.245 -1.430 -2.814 -0.29
F -5.231 -0.663 6.793 -0.26
F -1.662 3.192 -4.856 -0.21
F -1.936 2.071 4.481 -0.32
F 1.730 -3.509 3.502 -0.23
F -0.521 -4.317 8.581 -0.34
F -8.428 -1.061 0.915 -0.25
F -6.238 -2.573 0.448 -0.26
F 1.009 1.194 -5.912 -0.35
F 1.688 -5.328 4.686 -0.31
F 1.163 7.650 0.865 -0.30
F -1.619 -4.554 6.692 -0.25
F -1.183 -6.842 8.040 -0.27
F 0.113 0.329 4.211 -0.30
F -0.452 7.196 -4.636 -0.29
F -8.022 -3.317 -0.548 -0.31
F -0.791 6.806 0.427 -0.30
F -1.241 1.771 2.420 -0.25
F 4.087 4.166 1.336 -0.35
F -2.879 0.354 -0.865 -0.22
F -4.502 -0.505 0.318 -0.27
F 1.179 2.887 -4.563 -0.19
F 3.753 7.420 0.097 -0.22
F -1.073 -5.543 4.040 -0.25
F -6.217 -0.007 4.347 -0.31
F -1.085 5.409 -6.553 -0.27
F 1.903 6.920 -1.813 -0.23
F 0.631 6.689 -7.042 -0.33
F 3.341 4.733 -0.650 -0.26
F 0.251 8.338 -1.578 -0.32
F -0.026 -6.814 6.183 -0.21
O -4.409 1.133 3.846 -0.40
O 0.455 3.177 -6.677 -0.42
O -0.249 -2.118 1.485 -0.46
O -0.350 -1.456 -0.608 0.02
O 5.741 -3.056 -1.931 -0.42
O 5.907 -1.577 -3.603 -0.56
O -6.493 -2.326 -1.774 -0.41
O 0.947 5.463 0.373 -0.25
O 0.446 -3.545 5.282 -0.22
O 2.772 -2.882 -2.917 -0.56
N 5.106 -0.890 -1.550 0.08
N 1.382 -5.275 -2.804 -0.63
C 3.411 5.131 0.637 1.09
C 0.353 6.131 -4.830 0.16
C -3.586 -0.775 -0.638 0.45
C 4.541 -3.679 -1.462 -0.72
C 2.685 -5.196 -2.175 -0.98
C -0.986 2.060 -5.121 0.11
C -4.760 0.397 6.099 0.15
C -0.147 -6.254 7.404 0.03
C 2.477 0.644 -2.016 -0.06
C 1.078 4.446 -6.690 -0.72
C -7.099 -2.324 -0.552 0.82
C 0.210 5.640 -6.273 0.84
C -7.873 -1.018 -0.314 0.19
C -1.126 -0.054 3.811 0.99
C 5.610 -1.807 -2.465 0.37
C 2.011 5.188 1.259 -0.94
C -1.932 1.195 3.455 0.80
C 0.929 -4.301 4.262 0.62
C 0.173 -2.226 0.363 -0.02
C 3.585 -4.014 -2.595 0.29
C 4.297 6.377 0.752 0.00
C 3.788 1.182 -1.412 -0.51
C -0.430 -4.752 7.285 0.95
C 0.629 7.058 -1.381 0.50
C 1.226 -3.242 0.002 0.28
C -3.350 0.964 2.926 -0.66
C -4.887 0.103 4.596 0.84
C -5.099 -2.485 -1.915 -0.97
C 0.448 2.381 -5.571 0.78
C -0.207 -4.778 3.348 0.67
C 1.629 -0.081 -0.969 -0.16
C 5.020 0.509 -1.996 -1.24
C 0.524 6.735 0.117 0.71
C 0.651 -3.880 6.636 -0.78
C 0.526 -0.898 -1.607 -0.76
C -4.273 -1.194 -1.940 0.93
H 3.772 1.047 -0.325 0.43
H 1.819 4.174 1.608 0.47
H 1.898 1.491 -2.389 0.17
H -2.901 -1.552 -0.289 -0.03
H -3.505 1.750 2.188 0.51
H 3.229 -6.118 -2.394 0.45
H 1.162 0.662 -0.314 0.29
H 0.792 -4.235 0.142 0.68
H 0.910 -1.676 -2.273 -0.09
H 1.645 -4.291 6.815 0.28
H 4.971 0.531 -3.084 0.44
H -4.970 -2.911 -2.909 0.44
H -0.126 -0.247 -2.189 0.19
H 3.174 -2.414 -3.655 0.39
H -4.690 -3.197 -1.197 0.40
H 0.587 -2.929 7.163 0.41
H 4.032 -3.031 -0.742 0.37
H 0.767 -6.429 7.978 0.29
H 2.282 -0.712 -0.357 0.49
H -5.339 1.287 6.353 0.21
H 2.021 4.443 -6.144 0.33
H -0.017 6.388 -1.948 0.03
H 3.886 2.252 -1.607 0.15
H 4.861 -4.590 -0.955 0.38
H 2.530 -5.158 -1.092 0.25
H -0.720 -3.919 2.916 -0.09
H -8.655 -0.906 -1.067 0.23
H 0.761 -4.562 -2.449 0.27
H 1.385 6.418 -4.612 0.29
H 1.999 5.842 2.131 0.31
H -1.503 1.500 -5.902 0.25
H 5.921 1.054 -1.699 0.37
H 5.639 -0.957 -0.691 0.30
H 2.056 -3.139 0.701 0.22
H 1.593 -3.147 -1.019 -0.97
H 1.443 -5.162 -3.807 0.30
H 1.305 4.624 -7.739 0.40
H -1.036 -0.706 2.940 -0.39
H 4.163 -4.293 -3.482 0.62
H 2.701 -0.038 -2.843 0.29
H 4.450 6.641 1.801 0.30
H -3.416 0.015 2.398 0.19
```

Values from the calculation:
Energy   -6253.59816 Eh
Max |F|   0.9 eV Å⁻¹
Structure (SMILES)   CC(=O)OCCCCCNC(=O)OC[C@H](O)CN.FC(F)C(F)(F)COC(F)(F)C(F)F.FC(F)C(F)(F)COC(F)(F)C(F)F.FC(F)C(F)(F)COC(F)(F)C(F)F.FC(F)C(F)(F)COC(F)(F)C(F)F.FC(F)C(F)(F)COC(F)(F)C(F)F

---

2.
A structure of composition C36H42IMnN7O7S2SbSi3. Source: the Open Molecules 2025 dataset; level of theory: ωB97M-V with the def2-TZVPD basis set.

```
100
Properties=species:S:1:pos:R:3:lowdin_spin:R:1
I 2.880 -0.257 -1.455 0.01
Sb 0.475 2.133 -0.001 0.00
Mn 1.232 -1.392 0.197 0.90
S 0.655 -4.685 1.588 0.00
S -0.176 -2.911 2.343 0.00
Si -2.236 0.698 2.135 0.01
Si -2.154 4.282 -1.375 0.00
Si 0.590 3.713 -2.957 0.00
O 3.503 -6.941 -4.152 0.00
O -1.817 -3.512 -1.375 0.00
O 1.547 -7.066 -5.046 0.00
O 4.205 -4.208 -0.286 0.01
O 0.545 -2.544 -0.990 -0.01
O -2.078 -4.454 -3.299 0.00
O 2.621 -2.917 0.450 0.01
N -1.374 -4.086 -2.367 0.00
N 3.461 -2.863 7.596 0.00
N 5.208 -5.896 5.596 0.00
N -1.087 0.705 -1.540 0.00
N 1.536 -0.593 1.838 0.01
N 2.328 -6.621 -4.218 0.00
N 3.076 -3.737 -0.420 0.00
C -0.452 0.739 1.496 0.04
C -0.766 3.029 -1.757 0.00
C -3.294 3.758 0.067 0.00
C -2.783 2.166 3.258 0.00
C -3.362 4.549 -2.837 0.00
C 1.956 -4.136 2.634 0.00
C -2.149 -0.711 -3.120 0.00
C 2.846 -3.397 5.180 0.00
C 2.247 -1.442 2.745 0.00
C 1.510 -2.805 3.106 0.00
C 2.696 -5.127 -2.329 0.00
C 4.426 -5.220 5.099 0.00
C 2.239 -4.162 -1.445 0.01
C 0.469 0.099 2.321 0.00
C 1.923 4.637 -1.956 0.00
C 0.343 0.307 3.761 0.00
C -0.077 4.966 -4.248 0.00
C 0.901 -3.621 -1.560 0.01
C 3.204 -3.118 6.503 0.00
C -1.519 -0.490 -1.913 0.00
C -2.547 -0.837 3.243 0.00
C -1.468 6.012 -0.934 0.00
C -1.283 1.771 -2.314 0.00
C 1.836 -5.666 -3.285 0.00
C -2.327 0.379 -3.962 0.00
C 1.405 2.325 -3.974 0.00
C 0.488 -5.321 -3.293 0.00
C -1.900 1.627 -3.558 0.00
C 3.441 -4.422 4.479 0.00
C 0.118 3.753 1.458 0.00
C 0.013 -4.354 -2.420 0.00
C -3.454 0.421 0.693 0.00
C 1.771 -2.524 4.598 0.00
C 2.928 -4.866 3.218 0.00
C 1.274 -0.081 4.632 -0.01
C 2.281 -1.097 4.254 0.00
H 3.722 -5.457 -2.260 0.00
H -2.299 3.107 3.023 0.00
H -0.195 -5.815 -3.968 0.00
H 2.605 5.172 -2.609 0.00
H -4.217 3.315 -0.297 0.00
H -2.797 0.245 -4.927 0.00
H 0.894 -2.521 5.256 0.00
H -1.058 6.523 -1.797 0.00
H -3.855 2.312 3.166 0.00
H 3.227 -5.827 2.831 0.00
H -3.219 1.005 -0.187 0.00
H -2.030 2.485 -4.196 0.00
H -1.798 -0.958 4.020 0.00
H -1.373 -1.294 -1.202 0.00
H -2.499 -1.693 -3.390 0.00
H -3.518 -0.770 3.728 0.00
H -0.616 5.790 -3.796 0.00
H 0.816 4.558 1.254 0.00
H 0.760 5.385 -4.799 0.00
H -3.563 4.613 0.681 0.00
H 3.244 -1.646 2.341 0.00
H -2.579 1.946 4.304 0.00
H 3.267 -0.870 4.665 0.00
H -3.449 -0.625 0.400 0.00
H -2.808 3.030 0.701 0.00
H 2.509 3.930 -1.375 0.00
H 0.328 3.360 2.449 0.00
H -0.416 1.008 4.064 0.00
H -2.544 -1.744 2.649 0.00
H 2.387 2.081 -3.582 0.00
H 1.277 0.267 5.654 0.00
H -0.688 5.963 -0.185 0.00
H 1.518 2.610 -5.015 0.00
H -3.914 3.644 -3.065 0.00
H 0.822 1.411 -3.948 0.00
H -4.090 5.315 -2.585 0.00
H -2.263 6.636 -0.537 0.00
H -0.892 4.139 1.420 0.00
H -2.857 4.867 -3.740 0.00
H -4.465 0.668 1.003 0.00
H 1.485 5.358 -1.276 0.00
H -0.732 4.492 -4.971 0.00
```

Values from the calculation:
Energy   -5660.54350 Eh
Max |F|   4.3 eV Å⁻¹
Charge   -1
⟨S²⟩   0.7711
2S+1   2

---

3.
A structure of composition C36H42InN7OS2. Source: the Open Molecules 2025 dataset; level of theory: ωB97M-V with the def2-TZVPD basis set.

```
89
Properties=species:S:1:pos:R:3:mulliken_charge:R:1
In 1.546 -0.368 1.112 0.90
S 0.757 0.418 -1.592 0.06
S -1.031 0.557 1.138 -0.03
O 5.154 0.276 3.370 -0.70
N -0.536 2.713 -2.238 0.34
N 1.058 -4.545 -0.370 0.35
N 2.885 1.572 1.016 -0.11
N -2.200 2.683 -0.022 0.48
N 0.810 -1.021 3.710 0.05
N 1.693 -2.452 0.433 -0.55
N 3.316 -0.685 2.475 -0.15
C 0.503 2.991 -3.242 -1.18
C 0.797 -1.131 6.467 -0.30
C 3.626 3.669 0.128 -0.85
C -6.059 0.683 0.742 -0.63
C -0.314 1.212 -5.022 -0.09
C 3.964 1.487 1.780 0.79
C 0.505 3.418 -5.668 -0.39
C -7.100 1.608 0.668 -0.38
C 0.175 2.493 -4.677 1.01
C 0.140 1.710 -7.301 -0.40
C -5.510 3.335 1.007 -0.09
C 3.185 -1.598 3.578 -0.95
C -0.558 -6.592 -0.172 -1.11
C 5.028 2.460 1.689 -0.85
C -6.841 2.954 0.901 -0.61
C -0.360 0.845 -6.346 -0.69
C -0.003 -5.386 -0.998 -0.99
C 2.596 -6.399 0.038 -1.16
C -3.008 2.884 1.191 -1.87
C 4.872 3.560 0.892 -0.41
C 0.756 -3.360 0.174 1.05
C 1.939 -1.413 4.364 0.67
C 2.729 2.647 0.148 0.09
C -1.261 1.732 -0.143 0.45
C 2.410 -4.986 -0.635 -0.40
C -0.648 -2.976 0.478 -1.01
C -4.442 2.450 1.050 0.72
C 1.921 -1.538 5.750 -0.86
C -1.855 3.332 -2.418 -0.72
C 0.514 3.029 -7.037 -0.77
C -2.396 3.751 -1.050 -0.82
C -0.286 -0.597 4.368 -0.13
C 4.217 0.308 2.587 0.32
C -0.380 1.686 -1.321 -0.41
C -4.755 1.091 0.968 -0.13
C -0.364 -0.690 5.777 -0.84
H 2.350 -7.207 -0.711 0.26
H -7.616 3.760 0.983 0.35
H 0.594 4.110 -3.330 0.31
H 3.933 -1.356 4.357 0.57
H -1.310 -0.295 6.177 0.39
H 0.936 -1.150 7.562 0.39
H -2.547 2.295 1.980 0.51
H 3.276 -2.621 3.224 0.19
H -1.051 -6.218 0.712 0.29
H 1.896 2.642 -0.537 0.23
H 0.247 1.340 -8.309 0.38
H 2.619 -4.951 -1.745 0.39
H -1.327 -7.035 -0.766 0.42
H -1.251 -3.891 0.390 0.49
H -0.965 -2.185 -0.208 0.09
H -8.121 1.248 0.328 0.33
H -1.737 4.263 -3.064 0.44
H 2.643 -2.639 0.199 0.15
H 0.945 3.643 -7.777 0.44
H 2.883 -1.827 6.262 0.39
H 0.500 -5.829 -1.911 0.36
H -1.116 -0.227 3.752 0.38
H -3.406 4.088 -0.999 0.55
H 0.730 4.472 -5.439 0.28
H -2.951 3.963 1.484 0.50
H -0.713 -2.659 1.499 0.23
H -6.160 -0.396 0.618 0.39
H 3.158 -4.337 -0.023 0.17
H -3.998 0.347 1.179 0.33
H -1.879 4.665 -0.760 0.35
H -5.255 4.417 1.159 0.27
H 0.217 -7.329 0.150 0.33
H 1.897 -6.447 0.889 0.34
H 5.673 4.262 0.776 0.48
H -0.876 -0.111 -6.619 0.34
H 3.659 -6.620 0.325 0.39
H -2.580 2.748 -2.927 0.32
H 3.388 4.517 -0.533 0.42
H 5.862 2.313 2.348 0.52
H -0.413 0.469 -4.270 0.35
H 1.441 2.586 -2.819 0.37
H -0.766 -4.637 -1.347 0.62
```

Values from the calculation:
Energy   -2841.55790 Eh
Max |F|   3.4 eV Å⁻¹
Charge   +2
Energy above the lowest of the compared OMol25 structures with the same formula, charge and spin   115.96 kJ/mol

---

4.
A structure of composition C36H43AsBrN3O2S2Sb2Y. Source: the Open Molecules 2025 dataset; level of theory: ωB97M-V with the def2-TZVPD basis set.

```
91
Properties=species:S:1:pos:R:3:mulliken_charge:R:1
Sb 2.408 -0.905 0.105 0.21
Sb -0.428 -0.141 2.568 0.32
Y -0.800 -0.279 -0.831 0.12
Br -0.444 7.285 1.133 -0.18
As 0.088 1.621 -4.138 1.06
S -0.703 -2.891 0.184 -0.42
S -1.673 0.821 -3.266 -0.58
O 0.219 -1.684 -2.334 -0.08
O 0.272 1.610 -0.712 0.98
N 0.380 -3.004 -2.265 0.29
N -2.449 1.193 0.221 1.13
N -3.160 -1.027 -1.136 0.75
C 1.769 0.950 -3.491 -0.49
C -1.300 4.630 0.601 -0.68
C -0.236 5.495 0.575 -0.62
C 0.113 1.767 3.350 -1.37
C -4.588 1.087 1.450 -0.11
C 2.963 -2.056 1.850 -1.45
C -2.339 2.473 0.341 -1.21
C -6.228 -0.589 0.878 -0.89
C 2.249 -0.834 3.962 0.83
C -3.494 -2.047 -1.890 -0.20
C -5.664 -2.213 -0.921 -0.76
C 0.835 -1.320 3.857 -1.79
C 4.545 -0.727 3.241 -0.49
C 1.009 5.040 0.134 -0.38
C 0.253 -5.081 -1.165 -0.87
C 0.012 -3.693 -1.152 0.38
C 2.590 0.003 5.026 -0.56
C 3.466 -2.141 -1.286 -1.37
C 0.166 3.524 -3.901 -0.83
C 3.878 0.481 5.195 -0.75
C 4.866 0.107 4.297 -0.76
C 0.814 -5.704 -2.248 -0.39
C 1.158 -4.948 -3.374 -0.72
C -1.157 3.287 0.203 0.43
C 3.849 0.664 0.255 -1.44
C -2.246 -0.401 3.673 -1.39
C -4.754 -2.667 -1.830 -1.12
C 0.098 2.821 -0.271 0.07
C 0.081 1.274 -6.026 -1.12
C -5.342 -1.115 -0.092 0.67
C 1.168 3.739 -0.283 -0.70
C -5.847 0.477 1.639 -1.18
C 0.927 -3.605 -3.349 -0.47
C -4.074 -0.527 -0.259 0.33
C 3.246 -1.198 3.043 0.60
C -3.719 0.623 0.498 -0.35
H -4.970 -3.499 -2.485 0.44
H 2.558 1.405 -4.091 0.60
H 1.851 5.719 0.117 0.48
H 0.926 1.771 -6.501 0.39
H 0.080 1.748 4.439 0.51
H 2.135 3.386 -0.623 0.45
H 3.850 -2.624 1.568 0.74
H 0.986 -6.771 -2.232 0.41
H -7.198 -1.050 1.012 0.44
H -0.735 3.967 -4.320 0.39
H -6.636 -2.681 -0.827 0.45
H -4.308 1.919 2.083 0.53
H 5.321 -1.038 2.551 0.44
H 1.154 -2.923 -4.153 0.48
H 1.050 3.927 -4.395 0.42
H 3.916 1.159 -0.715 0.49
H -0.031 -5.633 -0.281 0.50
H 0.770 -2.358 3.529 0.62
H 0.145 0.199 -6.178 0.34
H 0.355 -1.256 4.835 0.73
H 1.599 -5.397 -4.252 0.45
H 3.097 -3.165 -1.204 0.37
H 3.529 1.394 0.999 0.37
H -2.690 0.575 3.865 0.38
H 5.884 0.451 4.425 0.42
H 3.317 -1.799 -2.310 0.33
H 4.833 0.289 0.529 0.50
H -2.959 -1.011 3.122 0.31
H -3.235 3.043 0.597 0.56
H -2.266 4.979 0.943 0.50
H -2.030 -0.879 4.628 0.56
H 1.781 -0.133 -3.590 0.03
H -0.855 1.639 -6.444 0.39
H -6.510 0.869 2.398 0.42
H 1.122 2.029 3.032 0.32
H -2.731 -2.410 -2.571 0.57
H 0.208 3.729 -2.832 0.05
H -0.576 2.526 2.980 0.47
H 1.824 0.270 5.746 0.39
H 2.152 -2.765 2.017 0.47
H 4.530 -2.132 -1.055 0.53
H 1.869 1.230 -2.444 -0.13
H 4.111 1.124 6.034 0.42
```

Values from the calculation:
Energy   -7837.32458 Eh
Max |F|   0.6 eV Å⁻¹
Charge   +1
Energy above the lowest of the compared OMol25 structures with the same formula, charge and spin   3.82 kJ/mol